[1]
The following is a DFT calculation (wB97M-V/def2-TZVPD) of a cluster of 2 separate species, C5H15NO in total at a distorted geometry.

XYZ file:
```
22
Properties=species:S:1:pos:R:3:nbo_charge:R:1
C 0.375 -1.424 0.370 -0.40
C 0.563 -1.985 1.830 -0.61
C -0.682 -0.376 0.215 -0.22
N -0.331 0.967 0.523 -0.44
C 1.094 1.437 0.280 -0.41
C -1.321 1.977 -0.060 -0.45
H 0.313 -2.215 -0.344 0.22
H 1.304 -0.980 0.080 0.19
H 0.743 -1.290 2.595 0.21
H -0.339 -2.555 2.056 0.20
H 1.464 -2.602 1.672 0.20
H -1.558 -0.674 0.876 0.18
H -1.001 -0.450 -0.809 0.18
H 1.088 2.373 0.615 0.20
H 1.483 1.418 -0.725 0.16
H 1.852 0.911 0.891 0.20
H -2.324 1.608 0.270 0.21
H -1.587 2.924 0.400 0.22
H -1.230 2.114 -1.190 0.16
H 0.680 -0.799 -3.562 0.48
H -0.385 0.274 -2.900 0.48
O -0.202 -0.651 -3.085 -0.96
```

Computed properties:
charge	0
SMILES string	CCCN(C)C.O
energy above the lowest of the compared OMol25 structures with the same formula, charge and spin	243.19	kJ/mol
calculated total energy	-8963.8381	eV

[2]
The following is a DFT calculation (wB97M-V/def2-TZVPD) of a cluster of 2 separate species, C5H14 in total.

XYZ file:
```
19
Properties=species:S:1:pos:R:3:nbo_charge:R:1
C -1.385 -0.155 -0.045 -0.40
C -1.060 -0.915 -1.349 -0.60
C -2.587 0.787 -0.158 -0.62
H -1.579 -0.907 0.718 0.20
H -0.473 0.368 0.229 0.20
H -1.055 -0.207 -2.177 0.20
H -1.785 -1.705 -1.530 0.20
H -2.326 1.803 0.159 0.21
H -2.891 0.918 -1.205 0.20
H -0.051 -1.329 -1.310 0.21
H -3.447 0.434 0.409 0.21
C 2.685 -0.234 0.153 -0.61
C 2.181 0.487 1.407 -0.61
H 2.271 -1.240 0.084 0.20
H 2.485 0.338 -0.748 0.21
H 3.755 -0.442 0.228 0.21
H 2.283 1.560 1.272 0.20
H 2.783 0.224 2.282 0.20
H 1.167 0.208 1.678 0.21
```

Computed properties:
charge	0
SMILES string	CCC.CC
energy above the lowest of the compared OMol25 structures with the same formula, charge and spin	26.09	kJ/mol
calculated total energy	-5411.7792	eV

[3]
The following is a DFT calculation (wB97M-V/def2-TZVPD) of a structure of composition C47H34As2N8O7S4W at a distorted geometry.

XYZ file:
```
103
Properties=species:S:1:pos:R:3:mulliken_spin:R:1
W -0.711 0.414 0.233 0.87
S -3.124 0.710 -0.927 -0.03
C -3.038 2.010 -2.117 0.03
C -4.121 2.243 -2.955 0.00
C -4.014 3.135 -4.016 0.00
C -5.088 3.281 -4.921 0.00
N -5.954 3.363 -5.668 0.00
C -2.813 3.843 -4.221 0.00
C -1.752 3.659 -3.344 0.00
C -1.853 2.744 -2.307 -0.01
S -0.459 2.463 -1.296 0.01
C -2.659 4.695 -5.336 0.00
N -2.497 5.367 -6.251 0.00
H -5.038 1.695 -2.794 0.00
H -0.830 4.202 -3.483 0.00
N -1.604 0.413 3.664 0.00
C -2.477 -0.402 3.002 -0.01
N -2.308 -0.811 1.759 -0.01
C -3.189 -1.853 1.477 -0.01
C -4.057 -2.139 2.473 0.01
S -3.782 -1.143 3.854 0.01
C -1.441 -2.742 -0.073 -0.21
C -0.952 -3.815 -0.963 0.75
S -1.222 -3.334 -2.617 0.07
C -1.280 -1.701 -2.108 0.01
N -1.161 -1.474 -0.796 0.09
N -1.378 -0.660 -2.992 0.01
H -1.192 1.171 3.118 -0.01
H -1.914 0.700 4.582 0.00
H -4.814 -2.892 2.493 0.00
H -1.150 -4.844 -0.731 -0.01
H -1.513 -0.955 -3.950 0.00
H -2.065 0.053 -2.705 0.00
O -2.319 3.719 0.843 0.02
C -1.464 2.958 1.218 0.00
O -1.657 1.621 1.265 0.05
C -0.186 3.306 1.890 0.00
C -0.077 4.441 2.689 0.00
C 1.032 4.548 3.540 0.01
C 1.967 3.535 3.645 0.00
C 1.871 2.390 2.839 0.00
C 0.811 2.323 1.875 0.01
O 0.749 1.350 0.940 0.03
N 2.682 1.298 3.060 0.00
O 2.425 0.228 2.402 0.01
O 3.589 1.341 3.903 0.00
N 1.132 5.692 4.402 0.00
O 0.225 6.504 4.364 0.00
O 2.104 5.776 5.130 0.00
H -0.840 5.200 2.663 0.00
H 2.766 3.598 4.371 0.00
C 2.735 -0.820 -0.329 -0.01
C 2.186 -1.971 0.512 0.00
As 0.541 -1.411 1.598 0.04
C 1.240 -2.108 3.346 0.01
C 1.994 -3.284 3.367 -0.01
C 2.531 -3.754 4.552 0.00
C 2.314 -3.072 5.739 0.00
C 1.540 -1.925 5.735 0.00
C 1.012 -1.444 4.546 0.00
C -0.668 -2.903 1.206 0.15
C -1.015 -3.880 2.119 -0.10
C -2.020 -4.847 2.065 0.14
C -3.116 -4.962 1.191 -0.06
C -3.625 -4.017 0.360 0.11
C -3.058 -2.665 0.231 0.07
As 1.324 -0.037 -1.508 0.00
C 2.456 1.484 -2.140 0.00
C 2.786 2.447 -1.187 -0.01
C 3.423 3.620 -1.546 0.00
C 3.738 3.857 -2.874 0.00
C 3.467 2.886 -3.823 0.00
C 2.840 1.703 -3.462 0.00
C 1.649 -1.234 -3.112 0.00
C 1.111 -0.814 -4.334 0.00
C 1.239 -1.576 -5.480 0.00
C 1.908 -2.787 -5.433 0.00
C 2.439 -3.221 -4.232 0.00
C 2.322 -2.454 -3.081 0.01
H 3.609 -1.136 -0.921 0.00
H 3.065 -0.030 0.355 0.00
H 2.963 -2.272 1.223 0.00
H 1.896 -2.833 -0.109 0.01
H 2.137 -3.835 2.441 0.00
H 3.121 -4.657 4.548 0.00
H 2.745 -3.433 6.661 0.00
H 1.356 -1.402 6.661 0.00
H 0.433 -0.529 4.551 0.00
H -0.366 -3.942 2.990 -0.02
H -1.937 -5.631 2.807 0.00
H -3.636 -5.912 1.221 0.00
H -4.407 -4.290 -0.330 0.00
H -3.525 -2.129 -0.607 -0.02
H 2.531 2.297 -0.146 0.00
H 3.653 4.359 -0.792 0.00
H 4.187 4.794 -3.168 0.00
H 3.727 3.053 -4.858 0.00
H 2.657 0.946 -4.214 0.00
H 0.578 0.132 -4.367 0.00
H 0.830 -1.218 -6.414 0.00
H 2.011 -3.381 -6.329 0.00
H 2.961 -4.164 -4.188 0.00
H 2.758 -2.825 -2.162 0.00
```

Computed properties:
charge	0
energy above the lowest of the compared OMol25 structures with the same formula, charge and spin	617.84	kJ/mol
spin multiplicity	3
calculated total energy	-242378.6561	eV